Entry 1:
13
Properties=species:S:1:pos:R:3:forces:R:3 method="wB97M-V/def2-TZVPD" smiles=C[n+]1cnc(Cl)nc1Cl e_lumo_ev=-5.40 charge=+1 homo_ev=-15.5 orbital_gap_ev=10.1
C 0.042960 -1.221442 -0.056891 0.011 -0.098 0.046
C 2.192232 -0.502216 -0.008270 -1.421 0.335 -0.049
C 0.463317 1.057359 -0.012889 3.817 -1.752 0.001
C -1.856952 0.347699 0.034845 -1.137 0.138 0.016
N 1.290163 -1.514024 -0.050929 0.544 -0.394 -0.005
N 1.849515 0.769599 -0.013288 -3.166 1.196 0.034
N -0.442038 0.058894 -0.018106 0.913 0.607 -0.047
Cl 3.805483 -0.892643 0.053058 0.392 -0.126 -0.005
Cl 0.002480 2.650998 0.005834 -0.076 0.096 0.013
H -0.682890 -2.027740 -0.086784 -0.120 0.169 -0.003
H -2.425697 -0.570961 -0.093009 0.126 0.003 -0.004
H -2.108441 0.792257 0.997377 0.045 -0.044 0.000
H -2.130138 1.052224 -0.750950 0.072 -0.130 0.002

Entry 2:
39
Properties=species:S:1:pos:R:3:forces:R:3 method="wB97M-V/def2-TZVPD" spin_multiplicity=4 e_lumo_ev="0.15 / 0.13" charge=0 homo_ev="-6.5 / -6.3" orbital_gap_ev="6.6 / 6.4" s_squared=3.756
Co -0.265311 -0.736277 -0.620123 0.774 -0.531 -2.417
O -1.454971 -0.550561 -2.379700 1.480 -0.376 1.934
C -0.541815 -0.254837 -3.410024 -1.224 0.127 0.009
C 0.960426 -0.606976 -3.179695 -0.193 -0.337 0.495
O 1.421498 -0.576372 -1.846768 -1.387 0.508 0.709
H -0.719069 0.804408 -3.671271 0.682 0.296 0.016
H -0.938441 -0.782855 -4.292232 0.570 -0.117 -0.296
H 1.545280 0.067502 -3.818286 0.125 0.084 -0.069
H 1.135808 -1.624989 -3.553389 -0.122 -0.129 -0.272
C -2.504158 -1.715349 1.503177 -0.307 0.139 -0.045
O -1.962805 -0.794680 0.570769 -0.075 0.959 0.792
C -2.359663 0.540456 0.928756 -0.887 0.418 -0.410
C -1.685201 1.627546 0.105381 -0.209 -0.472 -1.984
N -0.227432 1.434939 -0.050426 -0.393 0.835 1.259
C 0.435648 2.220108 1.003032 2.141 1.056 0.383
C 1.986617 2.002248 1.084506 -1.677 -0.029 -0.040
O 2.193404 0.751016 1.722887 0.879 0.429 0.249
C 3.431512 0.139980 1.380110 0.464 -0.228 -1.490
H -3.583855 -1.566125 1.595598 -0.040 0.119 -0.088
H -2.068437 -1.550733 2.490612 0.174 -0.239 0.004
H -2.356062 -2.720918 1.128115 0.302 0.021 0.104
H -2.266388 0.786933 1.990447 0.228 -0.665 0.196
H -3.419057 0.537231 0.658986 -0.159 0.546 0.349
H -1.943026 2.652762 0.386990 -0.052 -0.179 0.753
H -2.095362 1.564425 -0.907930 0.095 -0.361 -0.016
H 0.044278 1.927733 -0.895242 -0.001 -0.638 -0.387
H 0.014348 2.169986 2.007719 -0.243 -0.846 -0.097
H 0.342658 3.294538 0.797257 -0.192 0.057 -0.296
H 2.487088 2.784475 1.658538 -0.230 0.119 0.199
H 2.377807 2.084881 0.067109 0.167 -0.657 -0.080
H 3.353277 -0.147297 0.324588 -0.049 -0.474 0.094
H 3.638341 -0.724645 2.004753 -0.341 0.024 0.105
H 4.325782 0.771432 1.377674 -0.355 0.542 0.647
O -0.516400 -3.014499 -0.508989 -0.265 -0.344 -0.002
H -0.131421 -3.674779 0.076061 0.212 0.165 -0.032
H -1.281602 -3.445430 -0.908703 0.092 0.256 -0.295
O 0.683137 -1.313583 1.392946 0.054 0.062 0.296
H 1.162556 -0.485800 1.620692 0.107 0.016 -0.146
H 0.780992 -1.875906 2.166067 -0.147 -0.156 -0.132

Entry 3:
62
Properties=species:S:1:pos:R:3:forces:R:3 method="wB97M-V/def2-TZVPD" e_lumo_ev=-2.18 charge=0 homo_ev=-8.3 orbital_gap_ev=6.1
Au 0.694862 -0.922219 -0.338333 -0.180 -0.115 0.344
N 4.012971 5.424098 -4.075373 -0.079 -0.059 -0.083
C 3.410057 4.687328 -3.082340 0.017 0.027 0.056
C 3.892934 3.420044 -2.740643 -0.009 -0.001 0.015
C 3.261852 2.669340 -1.768145 0.085 0.072 -0.014
C 2.135983 3.164151 -1.129056 -0.143 -0.097 -0.075
C 1.655750 4.428738 -1.446408 -0.111 0.050 0.031
C 2.288119 5.185696 -2.407989 0.038 0.007 -0.029
S 1.315630 2.240011 0.118383 -0.166 -0.029 0.426
O 0.465644 3.151953 0.827933 0.018 -0.036 0.016
O 2.291073 1.480313 0.856859 0.014 -0.019 -0.130
N 0.331304 1.066054 -0.556255 0.424 0.075 -0.031
C -0.867280 1.468701 -1.139331 -0.058 0.103 -0.440
N -1.839581 0.569495 -1.209415 0.011 -0.099 -0.132
C -2.980831 0.963738 -1.758068 -0.034 0.005 -0.026
C -3.175505 2.246040 -2.238373 0.031 0.017 0.014
C -2.077157 3.086897 -2.157637 -0.054 -0.050 0.006
N -0.922990 2.705320 -1.634153 0.104 0.129 0.125
H 4.924187 5.149741 -4.393787 0.024 0.026 0.036
H 3.794435 6.400614 -4.150996 0.033 0.012 0.033
H 4.775325 3.030611 -3.234203 -0.005 0.001 -0.005
H 3.662498 1.708121 -1.491131 0.004 -0.022 0.011
H 0.786976 4.807696 -0.925894 0.032 -0.029 -0.034
H 1.916936 6.175406 -2.645583 -0.002 -0.003 -0.012
H -3.764784 0.215527 -1.811145 -0.004 0.003 -0.001
H -4.112572 2.564729 -2.668967 -0.001 -0.008 -0.003
H -2.115628 4.099935 -2.544939 0.007 0.001 0.006
O -2.692015 -2.345165 1.682352 0.031 -0.012 0.010
C -1.862313 -1.472009 1.502149 -0.041 -0.079 -0.096
O -1.145517 -1.495612 0.404211 0.206 0.037 0.166
C -1.713784 -0.370926 2.516401 -0.041 0.019 0.021
C -2.766257 -0.214560 3.420381 0.010 0.028 -0.015
C -2.722550 0.772595 4.384611 0.009 0.008 0.012
C -1.606075 1.591855 4.439317 -0.021 -0.037 -0.011
C -0.544397 1.455489 3.570638 0.028 -0.013 -0.017
C -0.608550 0.460864 2.605365 0.041 0.041 -0.013
N -1.552503 2.647361 5.470249 -0.004 0.046 0.048
O -0.592338 3.389203 5.470172 -0.030 -0.043 0.002
O -2.475048 2.707832 6.260126 0.030 0.005 -0.038
H -3.614280 -0.879526 3.347546 -0.003 -0.007 -0.006
H -3.528892 0.916045 5.087697 0.005 0.004 0.002
H 0.307717 2.114588 3.634188 -0.003 0.022 -0.008
H 0.224980 0.362432 1.929039 0.030 -0.022 0.023
C 0.044827 -5.365703 1.095009 -0.047 -0.019 0.019
C -0.158676 -5.128740 -0.404060 0.009 0.000 0.040
C 0.890659 -5.876087 -1.220677 0.049 0.019 0.041
C -1.562533 -5.573318 -0.799915 0.002 0.001 -0.060
N -0.115695 -3.691820 -0.767064 -0.129 -0.023 -0.091
N 0.948778 -2.971673 -0.146904 0.021 -0.004 0.088
H -0.128204 -6.417552 1.323982 -0.004 0.010 0.006
H -0.662636 -4.774043 1.682453 0.006 0.006 -0.004
H 1.064031 -5.144621 1.424815 -0.003 -0.011 -0.007
H 0.785612 -6.952565 -1.079309 0.013 0.010 0.014
H 1.907004 -5.609465 -0.915562 -0.008 0.013 -0.017
H 0.776389 -5.646458 -2.279811 -0.014 -0.020 0.001
H -1.675577 -6.645026 -0.637168 0.001 0.004 0.009
H -1.744774 -5.362961 -1.854564 -0.001 0.004 0.004
H -2.313323 -5.051373 -0.202796 -0.001 -0.002 -0.005
H -0.967728 -3.227751 -0.450442 0.064 0.036 0.059
H 1.827256 -3.241552 -0.582377 0.041 0.005 -0.024
H 1.022125 -3.158586 0.857104 -0.030 -0.040 -0.012
I 3.194064 -0.989233 -1.022138 -0.209 0.055 -0.240

Entry 4:
90
Properties=species:S:1:pos:R:3:forces:R:3 method="wB97M-V/def2-TZVPD" smiles=c1cc[nH]c1.c1cc[nH]c1.c1cc[nH]c1.c1cc[nH]c1.c1cc[nH]c1.c1cc[nH]c1.c1cc[nH]c1.c1cc[nH]c1.c1cc[nH]c1 e_lumo_ev=0.55 charge=0 homo_ev=-7.5 orbital_gap_ev=8.0
N 0.476678 -1.161900 -4.750122 -2.847 0.084 2.272
C -0.872322 -1.061900 -4.181122 0.812 0.091 -0.787
C -1.762322 -1.393900 -5.226122 3.283 0.462 0.172
C -0.997322 -1.687900 -6.394122 4.080 0.410 1.812
C 0.450678 -1.585900 -6.050122 -7.058 0.688 2.777
H 1.273678 -1.028900 -4.120122 -0.151 -0.153 -0.856
H -1.160322 -0.680900 -3.100122 1.258 -1.037 -2.595
H -2.792322 -1.249900 -5.182122 -1.527 -0.137 0.099
H -1.246322 -1.865900 -7.400122 -0.825 -0.284 -0.808
H 1.280678 -1.415900 -6.578122 2.951 -0.146 -2.300
N 0.954678 4.483100 -0.479122 -1.408 2.803 1.212
C -0.463322 4.776100 -0.343122 3.366 3.576 2.600
C -0.528322 6.024100 0.449878 1.474 -0.963 0.540
C 0.898678 6.483100 0.736878 -1.969 -8.673 -5.338
C 1.810678 5.506100 0.094878 -9.292 0.228 0.712
H 1.307678 3.794100 -1.105122 0.244 -0.500 -0.493
H -1.260322 4.171100 -0.745122 0.276 -0.119 -0.009
H -1.451322 6.495100 1.019878 2.004 -1.152 -1.784
H 1.385678 7.222100 1.119878 1.721 4.939 2.836
H 2.799678 5.445100 -0.032122 3.524 -0.135 -0.322
N 0.237678 -4.888900 0.363878 -0.980 -0.216 2.210
C 0.998678 -4.777900 1.577878 4.516 -0.428 -4.854
C 2.517678 -4.702900 1.118878 -5.165 1.408 -2.093
C 2.417678 -4.539900 -0.396122 -7.104 -1.804 4.673
C 0.903678 -4.729900 -0.793122 5.933 0.374 2.936
H -0.796322 -5.114900 0.302878 1.914 0.501 0.711
H 0.650678 -4.945900 2.564878 -0.716 -0.010 0.385
H 3.366678 -4.490900 1.836878 -1.180 -0.449 -1.254
H 3.062678 -4.391900 -1.144122 2.852 0.477 -2.176
H 0.455678 -4.944900 -1.735122 -0.159 0.198 -0.453
N -0.116322 0.400100 1.200878 -3.578 -0.150 -3.442
C -1.360322 0.701100 0.314878 3.974 -3.937 0.808
C -1.472322 -0.507900 -0.535122 1.133 1.989 3.045
C -0.525322 -1.512900 -0.167122 2.627 4.105 2.783
C 0.391678 -0.841900 0.879878 -0.623 -1.703 0.457
H 0.109678 1.127100 1.901878 0.229 -1.139 -0.219
H -1.832322 1.644100 0.578878 -0.225 -0.439 -0.588
H -2.180322 -0.675900 -1.303122 -0.806 0.142 -0.402
H -0.300322 -2.449900 -0.637122 -0.077 -0.166 0.005
H 1.237678 -1.328900 1.667878 -2.413 1.342 -2.827
N -6.409322 1.315100 3.247878 -1.536 0.668 0.316
C -5.473322 0.901100 4.178878 4.687 -2.344 -4.413
C -4.341322 0.314100 3.410878 -3.557 1.085 -3.304
C -4.800322 0.388100 1.882878 -0.834 1.632 4.162
C -6.135322 1.061100 1.941878 7.374 -3.500 1.623
H -7.305322 1.794100 3.380878 0.790 -0.409 0.845
H -5.248322 0.889100 5.210878 -1.526 0.784 1.134
H -3.355322 -0.174900 3.662878 -1.565 0.816 0.291
H -4.044322 0.172100 1.060878 -1.715 0.242 0.940
H -6.576322 1.336100 1.067878 -2.086 1.068 -1.586
N 1.235678 1.288100 -1.545122 3.828 1.963 -1.275
C 1.136678 1.906100 -2.810122 8.132 1.356 4.808
C 2.469678 2.570100 -2.879122 -0.529 -0.242 -0.584
C 3.309678 2.419100 -1.537122 -4.334 -2.116 -2.550
C 2.443678 1.514100 -0.822122 0.127 1.528 -0.635
H 0.407678 0.991100 -1.193122 -2.665 -1.693 2.094
H 0.292678 1.660100 -3.320122 -1.907 -0.084 -2.075
H 2.870678 2.990100 -3.881122 -0.731 -0.412 2.135
H 4.323678 2.830100 -1.286122 -1.387 -0.712 -0.435
H 2.611678 1.083100 0.204878 -0.557 0.517 -1.394
N -1.374322 -1.990900 3.012878 -0.553 3.373 -5.059
C -2.552322 -2.691900 2.954878 -0.627 -1.596 1.881
C -2.544322 -3.653900 4.083878 4.535 3.855 -2.262
C -1.201322 -3.509900 4.688878 0.365 3.723 -2.169
C -0.491322 -2.301900 3.945878 -0.150 -2.993 2.027
H -1.101322 -1.229900 2.125878 -1.182 -3.018 3.575
H -3.386322 -2.469900 2.192878 1.742 -0.280 1.453
H -3.342322 -4.275900 4.308878 -1.053 -1.126 0.574
H -0.738322 -3.850900 5.608878 -0.495 -0.424 -0.222
H 0.583678 -1.744900 3.902878 -2.919 -1.808 0.562
N 3.061678 -0.626900 -3.131122 2.476 -5.405 -4.043
C 2.885678 -1.935900 -2.619122 3.056 2.473 -3.674
C 3.647678 -2.803900 -3.396122 -1.242 1.982 -1.077
C 4.179678 -2.023900 -4.527122 -2.236 4.500 4.527
C 3.889678 -0.561900 -4.230122 0.474 -2.079 -0.499
H 2.895678 0.099100 -2.606122 -1.353 4.860 3.299
H 2.190678 -1.764900 -1.916122 -2.213 -1.456 3.190
H 3.603678 -3.863900 -3.247122 0.314 -0.296 -0.329
H 4.837678 -2.280900 -5.244122 1.886 -1.189 -2.268
H 4.223678 0.547100 -4.640122 -0.916 -3.535 0.899
N 0.637678 3.350100 2.491878 -3.474 -1.413 0.293
C -0.584322 2.885100 2.995878 3.871 -3.653 4.769
C -0.202322 1.898100 4.083878 0.429 1.145 0.137
C 1.280678 1.746100 4.082878 -4.716 5.782 -6.091
C 1.692678 2.673100 2.973878 0.681 -0.667 2.175
H 0.543678 3.768100 1.580878 0.874 0.730 -0.266
H -1.535322 3.296100 2.982878 -1.339 1.034 -0.826
H -0.871322 1.458100 5.015878 1.576 1.136 -3.106
H 1.863678 1.145100 4.605878 2.475 -2.419 2.371
H 2.623678 3.174100 2.607878 -0.370 -1.464 0.621

The records above give, respectively, E values of -33720.5166; -60068.0690; -67523.3864; -51454.2502 eV.